Density functional theory data (ωB97M-V with the def2-TZVPD basis set) for a single C4H9NO3SSi molecule at a distorted geometry.

## Properties
Total charge   0
ΔE to the lowest compared entry with this formula, charge and spin   136.9 kJ/mol
Spin multiplicity   1
SMILES string   C=C(C)C(=O)O[Si@@](N)(O)S
Highest occupied orbital energy   -9.5 eV
Frontier orbital gap   9.7 eV

Positions of all 19 atoms, in Å:
C -1.3223 -0.8961 -0.8399
C -1.6075 0.1415 -0.0341
C -2.5809 -0.0151 1.1553
C -0.7706 1.4312 -0.0824
O -1.3428 2.5138 0.0073
O 0.5418 1.2600 -0.2444
Si 2.0321 0.0013 -0.1737
N 1.8835 -1.2229 -1.3872
O 3.2140 1.0614 -0.4347
S 1.8800 -0.8540 1.8553
H -1.7467 -1.7945 -0.8717
H -0.5614 -0.9236 -1.6985
H -3.0839 1.0169 1.3525
H -2.0550 -0.2844 1.9795
H -3.2423 -0.7062 0.8361
H 2.1333 -2.1595 -1.0924
H 1.7685 -0.8574 -2.3112
H 3.2197 1.9498 -0.4530
H 1.6405 0.3376 2.4374

Force components x, y, z for each atom (eV/Å):
2.7 3.8 -1.6
1.1 -0.8 0.5
0.4 5.2 -2.7
-1.5 -0.3 -0.2
1.5 -1.4 0.0
2.2 -0.8 -0.1
-3.4 1.2 0.5
0.4 1.6 2.6
0.2 -5.1 0.0
0.2 0.4 -1.2
-2.4 -3.5 0.7
-1.0 0.9 1.6
0.7 -1.9 -0.3
1.5 -0.9 2.6
-2.5 -2.3 -0.4
-0.2 0.1 -1.1
0.3 -0.9 -0.6
-0.3 4.7 0.1
0.1 -0.1 -0.2

Per-atom natural (NBO) charges, elementary charge units: number 1, C, carries -0.379; number 2, C, carries -0.075; number 3, C, carries -0.621; number 4, C, carries 0.785; number 5, O, carries -0.588; number 6, O, carries -0.863; number 7, Si, carries 2.051; number 8, N, carries -1.334; number 9, O, carries -1.098; number 10, S, carries -0.455; number 11, H, carries 0.182; number 12, H, carries 0.195; number 13, H, carries 0.230; number 14, H, carries 0.212; number 15, H, carries 0.209; number 16, H, carries 0.427; number 17, H, carries 0.423; number 18, H, carries 0.519; number 19, H, carries 0.178